# 1
# C35H21N9Pd

A structure of composition C35H21N9Pd at a distorted geometry (ωB97M-V/def2-TZVPD, OMol25).

Properties
Largest force on an atom (eV/Å): 1.160
HOMO-LUMO gap (eV): 4.622
LUMO level (eV): 4.68
E (a.u.): -1967.249313

Geometry as ORCA input:
```
! RIJCOSX wB97M-V def2-TZVPD def2/J DEFGRID3
* xyz -2 1
Pd 0.042 -0.120 0.287
C 5.601 3.241 -0.766
C 6.180 2.227 0.003
C 5.400 1.231 0.575
C 4.032 1.270 0.360
C 2.942 0.379 0.800
N 1.755 0.904 0.324
C 1.993 2.048 -0.400
N 1.149 2.860 -0.935
C -0.221 2.628 -0.796
C -1.190 3.626 -0.737
C -1.153 5.041 -0.735
C -2.332 5.731 -0.678
C -3.592 5.050 -0.633
C -3.653 3.684 -0.635
C -2.446 2.944 -0.680
C -2.165 1.575 -0.666
N -3.121 0.567 -0.669
C -2.860 -0.609 -0.213
N -1.691 -1.096 0.323
C -1.882 -2.355 0.851
N -1.068 -3.083 1.524
C 0.221 -2.692 1.815
N 0.861 -1.568 1.383
C 2.151 -1.571 1.822
N 3.148 -0.681 1.492
C 2.356 -2.734 2.593
C 3.473 -3.251 3.277
C 3.348 -4.446 3.942
C 2.114 -5.158 3.942
C 1.016 -4.672 3.276
C 1.125 -3.448 2.590
C -3.274 -2.750 0.549
C -3.981 -3.908 0.820
C -5.306 -3.981 0.406
C -5.908 -2.908 -0.258
C -5.194 -1.744 -0.519
C -3.873 -1.685 -0.112
N -0.799 1.396 -0.751
C 3.458 2.278 -0.403
C 4.227 3.276 -0.973
H 6.234 4.005 -1.203
H 7.254 2.221 0.151
H 5.832 0.437 1.171
H -0.201 5.558 -0.771
H -2.320 6.816 -0.665
H -4.505 5.633 -0.590
H -4.602 3.160 -0.595
H 4.411 -2.708 3.270
H 4.197 -4.861 4.474
H 2.049 -6.100 4.477
H 0.078 -5.215 3.272
H -3.503 -4.729 1.341
H -5.883 -4.878 0.600
H -6.944 -2.988 -0.569
H -5.641 -0.899 -1.026
H 3.757 4.055 -1.561
C -1.126 0.444 -3.864
C 0.369 0.724 -3.711
C 1.115 -0.474 -3.306
N 1.704 -1.408 -2.992
H -1.645 1.359 -4.149
H -1.549 0.108 -2.919
H -1.304 -0.319 -4.624
H 0.538 1.490 -2.956
H 0.802 1.075 -4.650
*
```

# 2
# C35H22Br2IrN4O9P

A structure of composition C35H22Br2IrN4O9P (ωB97M-V/def2-TZVPD, OMol25).

Properties
Relative energy (zero: lowest compared OMol25 entry of this formula, charge and spin) (kJ/mol): 228.8
Largest force on an atom (eV/Å): 0.952
HOMO-LUMO gap (spin up / spin down) (eV): 6.680 / 5.840
LUMO level (spin up / spin down) (eV): -3.26 / -5.39
E (a.u.): -7836.258201

Geometry as ORCA input:
```
! RIJCOSX wB97M-V def2-TZVPD def2/J DEFGRID3
* xyz 1 6
Ir 0.053 -0.535 0.223
O -2.191 1.778 0.289
N -1.786 0.856 1.249
C -2.712 0.383 1.977
C -2.518 -0.527 3.129
C -3.644 -0.641 3.948
C -3.616 -1.381 5.115
C -2.448 -2.031 5.482
C -1.334 -1.948 4.665
C -1.344 -1.209 3.482
P 0.200 -1.217 2.494
C 1.307 -0.173 3.527
C 2.620 -0.590 4.169
C 3.535 0.569 4.559
C 2.853 1.849 4.904
C 1.608 2.063 4.505
C 0.862 1.068 3.719
C 0.560 -3.001 2.359
C 1.823 -3.564 2.199
C 1.957 -4.913 1.905
C 0.840 -5.714 1.741
C -0.425 -5.157 1.865
C -0.566 -3.813 2.168
H -3.162 1.820 0.311
H -3.741 0.705 1.798
H -4.554 -0.126 3.663
H -4.501 -1.449 5.733
H -2.407 -2.605 6.398
H -0.437 -2.492 4.941
H 2.416 -1.230 5.030
H 4.222 0.250 5.344
H 3.408 2.588 5.466
H 1.111 2.995 4.749
H -0.086 1.379 3.292
H 2.708 -2.962 2.305
H 2.948 -5.334 1.796
H 0.952 -6.765 1.508
H -1.307 -5.768 1.724
H -1.564 -3.401 2.249
O 2.438 -0.484 -2.776
C 2.409 -0.971 -1.657
O 1.400 -1.586 -1.129
C 3.636 -0.843 -0.793
C 4.889 -0.873 -1.312
C 6.006 -0.728 -0.457
C 5.939 -0.592 0.917
C 4.687 -0.584 1.493
C 3.495 -0.614 0.640
O 2.409 -0.340 1.155
N 4.585 -0.522 2.899
O 3.506 -1.357 3.345
O 4.286 0.791 3.349
N 7.357 -0.771 -1.074
O 8.306 -0.594 -0.344
O 7.407 -0.926 -2.274
H 5.031 -0.994 -2.377
H 6.833 -0.528 1.519
Br -3.683 -1.310 -3.440
C -2.256 -0.129 -3.482
C -1.986 0.595 -4.624
C -0.915 1.474 -4.662
Br -0.607 2.389 -6.248
C -0.066 1.696 -3.521
C 1.018 2.586 -3.504
C 1.742 2.737 -2.352
C 1.382 2.002 -1.223
N 0.369 1.152 -1.226
C -0.338 0.983 -2.357
C -1.425 -0.015 -2.307
O -1.614 -0.714 -1.299
H -2.609 0.471 -5.498
H 1.276 3.137 -4.398
H 2.594 3.401 -2.310
H 1.922 2.101 -0.289
*
```

# 3
# C35H23Br2Cl2CoN7O2

A structure of composition C35H23Br2Cl2CoN7O2 at a distorted geometry (ωB97M-V/def2-TZVPD, OMol25).

Properties
Relative energy (zero: lowest compared OMol25 entry of this formula, charge and spin) (kJ/mol): 0.0
Largest force on an atom (eV/Å): 4.177
HOMO-LUMO gap (spin up / spin down) (eV): 4.295 / 4.420
LUMO level (spin up / spin down) (eV): -1.75 / -1.71
E (a.u.): -9332.482790

Geometry as ORCA input:
```
! RIJCOSX wB97M-V def2-TZVPD def2/J DEFGRID3
* xyz 0 4
Co 0.220 1.122 0.457
Cl -4.214 -2.674 4.229
C -2.926 -1.709 3.660
C -3.050 -0.803 2.593
C -1.886 -0.100 2.169
N -1.817 0.772 1.151
C -2.953 0.818 0.312
O -3.513 -0.158 -0.175
C -3.406 2.188 -0.143
C -4.166 2.281 -1.358
C -5.014 3.336 -1.494
C -5.004 4.341 -0.518
C -4.093 4.205 0.564
N -3.299 3.160 0.690
C -0.589 -0.346 2.819
C -0.515 -1.247 3.882
C -1.657 -1.910 4.301
Cl -1.543 -2.903 5.672
N 0.478 0.110 2.099
C 1.826 0.007 2.516
O 2.304 -0.576 3.500
C 2.780 0.374 1.419
C 4.075 -0.104 1.512
C 4.990 0.255 0.516
C 4.599 1.083 -0.570
C 3.270 1.503 -0.566
N 2.390 1.133 0.364
H -3.952 -0.630 2.016
H -4.115 1.471 -2.047
H -5.763 3.312 -2.345
H -5.661 5.212 -0.621
H -3.977 5.002 1.331
H 0.449 -1.315 4.406
H 4.338 -0.761 2.329
H 5.962 -0.134 0.614
H 5.279 1.504 -1.332
H 2.909 2.183 -1.335
Br -0.215 -3.629 -5.113
C -0.398 -1.953 -4.282
C -1.097 -1.980 -3.043
C -1.069 -0.819 -2.243
C -0.244 0.273 -2.644
C 0.373 0.284 -3.925
C 0.177 -0.775 -4.829
N -0.042 1.287 -1.677
C 0.275 2.481 -2.040
C 0.034 3.554 -1.128
C -0.034 4.937 -1.429
C -0.316 5.812 -0.406
C -0.468 5.327 0.871
C -0.267 4.023 1.151
N -0.062 3.108 0.145
H -1.418 -2.958 -2.639
H -1.504 -0.718 -1.264
H 1.045 1.051 -4.237
H 0.593 -0.657 -5.866
H 0.745 2.716 -3.008
H 0.034 5.194 -2.493
H -0.419 6.878 -0.728
H -0.764 5.985 1.730
H -0.274 3.651 2.135
Br 1.718 -6.615 3.181
C 2.273 -6.512 1.397
C 3.040 -7.616 0.992
C 3.762 -7.531 -0.223
C 3.742 -6.292 -0.878
N 2.901 -5.334 -0.580
C 2.136 -5.460 0.513
H 3.021 -8.481 1.674
H 4.236 -8.435 -0.645
H 4.358 -6.099 -1.744
H 1.369 -4.698 0.661
*
```

Copy entry 1 word for word.
# C35H21N9Pd

A structure of composition C35H21N9Pd at a distorted geometry (ωB97M-V/def2-TZVPD, OMol25).

Properties
Largest force on an atom (eV/Å): 1.160
HOMO-LUMO gap (eV): 4.622
LUMO level (eV): 4.68
E (a.u.): -1967.249313

Geometry as ORCA input:
```
! RIJCOSX wB97M-V def2-TZVPD def2/J DEFGRID3
* xyz -2 1
Pd 0.042 -0.120 0.287
C 5.601 3.241 -0.766
C 6.180 2.227 0.003
C 5.400 1.231 0.575
C 4.032 1.270 0.360
C 2.942 0.379 0.800
N 1.755 0.904 0.324
C 1.993 2.048 -0.400
N 1.149 2.860 -0.935
C -0.221 2.628 -0.796
C -1.190 3.626 -0.737
C -1.153 5.041 -0.735
C -2.332 5.731 -0.678
C -3.592 5.050 -0.633
C -3.653 3.684 -0.635
C -2.446 2.944 -0.680
C -2.165 1.575 -0.666
N -3.121 0.567 -0.669
C -2.860 -0.609 -0.213
N -1.691 -1.096 0.323
C -1.882 -2.355 0.851
N -1.068 -3.083 1.524
C 0.221 -2.692 1.815
N 0.861 -1.568 1.383
C 2.151 -1.571 1.822
N 3.148 -0.681 1.492
C 2.356 -2.734 2.593
C 3.473 -3.251 3.277
C 3.348 -4.446 3.942
C 2.114 -5.158 3.942
C 1.016 -4.672 3.276
C 1.125 -3.448 2.590
C -3.274 -2.750 0.549
C -3.981 -3.908 0.820
C -5.306 -3.981 0.406
C -5.908 -2.908 -0.258
C -5.194 -1.744 -0.519
C -3.873 -1.685 -0.112
N -0.799 1.396 -0.751
C 3.458 2.278 -0.403
C 4.227 3.276 -0.973
H 6.234 4.005 -1.203
H 7.254 2.221 0.151
H 5.832 0.437 1.171
H -0.201 5.558 -0.771
H -2.320 6.816 -0.665
H -4.505 5.633 -0.590
H -4.602 3.160 -0.595
H 4.411 -2.708 3.270
H 4.197 -4.861 4.474
H 2.049 -6.100 4.477
H 0.078 -5.215 3.272
H -3.503 -4.729 1.341
H -5.883 -4.878 0.600
H -6.944 -2.988 -0.569
H -5.641 -0.899 -1.026
H 3.757 4.055 -1.561
C -1.126 0.444 -3.864
C 0.369 0.724 -3.711
C 1.115 -0.474 -3.306
N 1.704 -1.408 -2.992
H -1.645 1.359 -4.149
H -1.549 0.108 -2.919
H -1.304 -0.319 -4.624
H 0.538 1.490 -2.956
H 0.802 1.075 -4.650
*
```